Here is a molecular structure, C24H33F6N12O4S2Zn in a non-equilibrium geometry from OMol25. Energies are from the ωB97M-V functional and the def2-TZVPD basis.

```
82
Properties=species:S:1:pos:R:3:forces:R:3
Zn -0.4526 -2.9443 1.5720 0.863 0.081 1.659
C 2.2299 -0.3492 1.5460 -0.798 0.844 0.413
F 2.1481 0.8913 2.0428 0.026 -0.964 -0.784
F 3.5084 -0.6585 1.3383 -1.444 -0.086 -0.083
F 1.6617 -1.1746 2.4412 0.458 -0.093 -0.462
S 1.1247 -0.4101 -0.1079 1.561 0.158 -1.982
O 0.8004 0.9661 -0.4526 -0.280 -1.925 1.558
O 1.8416 -1.1221 -1.1552 -0.169 0.130 1.621
N -0.2481 -1.4697 0.2980 2.606 1.790 -0.641
S -1.3835 -0.9942 -0.6714 -6.635 0.089 -0.312
O -1.0531 -0.5898 -2.0189 0.480 -0.141 1.395
O -2.5731 -1.8939 -0.5476 3.351 1.172 0.316
C -2.0772 0.5605 0.3719 -1.464 2.115 -0.137
F -3.3816 0.4093 0.7485 1.409 -0.705 -1.390
F -1.4593 0.7761 1.5323 1.084 -0.576 -0.475
F -1.9957 1.7563 -0.3190 0.468 -2.387 0.421
C -0.3239 4.1624 -2.5548 -1.931 1.798 0.225
C -1.4488 5.1838 -2.5097 0.075 0.336 -0.614
N -2.3122 5.9555 -2.5533 0.959 -1.003 0.246
H -0.2124 3.8730 -3.5998 0.100 -0.266 0.237
H -0.7330 3.3974 -1.8948 0.818 -0.476 -0.157
H 0.5665 4.6745 -2.1903 0.045 -0.448 0.095
C -1.5241 0.3251 -5.6148 0.678 0.649 0.638
C -0.6319 -0.5584 -6.3146 -0.960 0.977 0.391
N 0.0746 -1.2446 -6.9297 1.150 -0.925 -0.213
H -2.5284 0.4492 -6.0198 0.079 -0.499 -0.010
H -1.0783 1.3017 -5.4258 0.238 0.187 -0.783
H -1.5108 -0.0288 -4.5839 -0.667 -0.661 0.312
C -1.4694 3.7759 2.4649 0.637 -1.302 0.093
C -2.7729 3.1099 2.4529 2.771 2.889 0.123
N -3.7435 2.5469 2.4698 -2.969 -1.754 0.112
H -0.9825 3.4253 3.3749 0.089 0.325 0.227
H -1.3396 4.8551 2.3838 -0.745 -0.170 -0.073
H -0.9133 3.2548 1.6855 0.235 0.413 -0.274
C 3.5745 -4.0778 -1.0329 -0.779 0.608 0.977
C 2.3858 -3.9346 -0.0730 -1.790 -1.001 1.453
N 1.4529 -3.9132 0.6591 2.920 0.369 -2.759
H 4.2545 -4.9144 -0.8726 -0.594 -0.330 0.586
H 4.2009 -3.1998 -0.8755 -0.221 0.201 -0.302
H 3.2277 -4.1557 -2.0633 -0.158 0.273 0.161
C 0.5216 -2.8424 -3.7749 0.109 -0.986 0.216
C 1.6539 -2.5308 -4.6259 -0.300 0.782 -0.152
N 2.6222 -2.1973 -5.2233 -0.952 -0.253 0.176
H 0.8004 -2.8683 -2.7214 0.466 0.594 0.137
H 0.1833 -3.8688 -3.9171 -0.152 0.047 -0.642
H -0.3126 -2.1466 -3.8643 0.076 0.067 -0.171
C 1.3935 -4.0553 5.7679 -0.323 0.679 -0.064
C 0.8055 -3.8862 4.4632 0.125 -0.718 0.241
N 0.3798 -3.6965 3.4256 -0.803 0.326 -1.538
H 2.1975 -4.7913 5.7691 -0.107 0.149 0.055
H 0.6134 -4.2542 6.5026 0.111 -0.252 -0.025
H 1.7314 -3.0323 5.9332 0.580 -0.106 0.612
C -4.5954 -1.3416 -2.6556 -0.783 1.049 -0.632
C -3.7383 -1.9423 -3.6309 -1.311 0.170 1.752
N -3.0252 -2.4024 -4.3707 2.179 -1.068 -2.084
H -4.7468 -1.9204 -1.7444 0.233 0.282 -0.197
H -5.5354 -1.1128 -3.1577 -0.317 -0.355 0.179
H -4.1685 -0.3438 -2.5538 0.026 0.045 0.940
C -3.9972 3.1918 -0.8398 -1.106 2.621 -1.148
C -5.0984 4.2539 -0.9156 2.547 -3.169 0.550
N -5.9615 4.9782 -1.0020 -1.621 1.527 -0.148
H -3.1682 3.6369 -0.2896 -0.424 -0.407 0.518
H -3.6048 3.2131 -1.8565 -0.055 -0.512 -0.220
H -4.3479 2.1993 -0.5571 0.021 0.537 0.243
C -3.2859 0.0146 4.2869 0.903 -0.406 -1.519
C -2.3312 -0.8811 3.4784 1.053 -2.688 -0.272
N -1.6466 -1.6856 2.9345 -2.578 2.828 1.541
H -4.1548 0.1969 3.6546 0.019 -0.056 -0.136
H -2.8141 0.9900 4.4057 0.056 -0.154 0.171
H -3.6355 -0.4004 5.2323 0.527 -0.343 -0.131
C 5.9543 -0.4027 0.1297 0.092 0.238 0.325
C 7.2668 -0.2071 -0.4292 6.743 1.735 -3.796
N 8.3533 0.0259 -0.9218 -6.266 -1.477 2.938
H 6.1806 -0.5916 1.1791 -0.705 -0.355 0.151
H 5.4107 -1.1957 -0.3839 0.180 -0.153 0.276
H 5.3559 0.5046 0.0467 0.175 0.084 -0.004
C 4.2251 1.7566 4.1484 -1.172 1.842 0.667
C 3.5537 3.1368 4.2548 1.556 -2.355 -0.314
N 3.0301 4.1467 4.3372 -0.485 0.672 0.009
H 3.5356 1.1113 4.6926 0.078 -0.360 -0.302
H 5.1675 1.7345 4.6958 0.012 0.229 -0.284
H 4.3295 1.4897 3.0968 0.099 -0.023 0.277
```
Positions in Å, forces in eV/Å.

The HOMO-LUMO gap (spin up / spin down) is 0.2926 / 0.0894 Eh. The calculation puts the LUMO energy (spin up / spin down) at -6.71 / -12.23 eV. The calculation puts the strongest force on any atom at 7.93 eV/A. The spin multiplicity is 2. As for the expectation value of S²: 0.758. As for the highest occupied orbital energy (spin up / spin down): -14.67 / -14.67 eV. The charge is +2.